{
  "formula": "C19H15NO4",
  "method": "ωB97M-V/def2-TZVPD",
  "largest_force_ev_per_a": 0.79,
  "homo_ha": -0.3133,
  "energy_ev": -29627.5346,
  "total_charge": 0,
  "homo_lumo_gap_ev": 8.34,
  "elements": ["C", "C", "C", "C", "C", "N", "C", "O", "C", "C", "C", "O", "O", "C", "C", "O", "C", "C", "C", "C", "C", "C", "C", "C", "H", "H", "H", "H", "H", "H", "H", "H", "H", "H", "H", "H", "H", "H", "H"],
  "coordinates": [[4.7905, 0.7658, 1.1058], [3.6574, -0.2116, 1.0512], [3.7260, -1.3968, 1.7934], [2.7080, -2.3189, 1.7576], [1.5752, -2.0830, 0.9737], [0.5563, -2.9928, 0.9221], [-0.5941, -2.8800, 0.1669], [-1.4419, -3.7496, 0.2005], [-0.6674, -1.6562, -0.6134], [0.2982, -0.7093, -0.5654], [0.0367, 0.5426, -1.3357], [-0.3184, 0.5809, -2.4828], [0.1617, 1.6287, -0.5564], [-0.3135, 2.8446, -1.1127], [-1.7977, 2.8131, -1.5041], [-2.2326, 3.6316, -2.2748], [-2.6127, 1.7309, -0.9108], [-3.5609, 1.1102, -1.7229], [-4.3018, 0.0488, -1.2391], [-4.1198, -0.3883, 0.0635], [-3.2042, 0.2485, 0.8862], [-2.4473, 1.3006, 0.4049], [1.4807, -0.8896, 0.2301], [2.5398, 0.0248, 0.2796], [4.5899, 1.6307, 0.4797], [5.7122, 0.2957, 0.7658], [4.9490, 1.1049, 2.1287], [4.5991, -1.5874, 2.3999], [2.7749, -3.2335, 2.3286], [0.6394, -3.8388, 1.4743], [-1.5482, -1.5226, -1.2219], [0.2564, 3.1092, -2.0105], [-0.1545, 3.6069, -0.3459], [-3.6825, 1.4592, -2.7368], [-5.0209, -0.4406, -1.8784], [-4.6899, -1.2245, 0.4387], [-3.0743, -0.0819, 1.9060], [-1.7424, 1.7964, 1.0557], [2.4734, 0.9313, -0.3011]]
}